{
  "formula": "C5H10O",
  "method": "ωB97M-V with the def2-TZVPD basis set",
  "molar_mass_g_mol": 86.134,
  "energy_ha": -271.6987,
  "total_charge": 0,
  "smiles": "C/C=C/C=O.C",
  "lumo_ev": 0.302,
  "de_lowest_kcal_mol": 33.8,
  "species": ["C", "C", "C", "C", "O", "H", "H", "H", "H", "H", "H", "C", "H", "H", "H", "H"],
  "coordinates": [[-0.675, 1.825, 0.450], [0.236, 0.778, -0.084], [1.361, 0.367, 0.521], [2.214, -0.662, -0.093], [1.906, -1.287, -1.091], [-0.436, 2.772, -0.042], [-1.744, 1.665, 0.277], [-0.542, 1.981, 1.521], [0.041, 0.428, -1.096], [1.668, 0.773, 1.483], [3.175, -0.865, 0.424], [-1.450, -1.526, -0.471], [-2.045, -0.937, -1.193], [-1.881, -1.451, 0.528], [-1.451, -2.558, -0.805], [-0.378, -1.304, -0.329]],
  "atomic_forces_ev_per_a": [[-0.14, 0.39, 0.27], [0.69, 0.54, -0.14], [-0.37, 0.21, -0.09], [-0.06, -0.17, -0.36], [0.23, 0.26, 0.42], [-0.02, 0.03, -0.05], [0.23, -0.31, -0.15], [0.09, -0.04, 0.02], [0.10, 0.04, 0.25], [-0.11, -0.13, -0.05], [-0.12, -0.01, -0.10], [0.31, -0.53, 0.32], [0.76, 0.02, 0.38], [-0.31, -0.12, -0.12], [-0.35, -0.25, 0.07], [-0.93, 0.08, -0.68]]
}